(1)
{
  "formula": "C22H42F3O20Rb",
  "method": "ωB97M-V/def2-TZVPD",
  "symbols": ["Rb", "C", "O", "O", "C", "F", "F", "F", "C", "C", "H", "H", "H", "H", "H", "H", "C", "O", "C", "O", "O", "C", "H", "H", "H", "H", "H", "H", "C", "O", "C", "O", "O", "C", "H", "H", "H", "H", "H", "H", "C", "O", "C", "O", "O", "C", "H", "H", "H", "H", "H", "H", "C", "O", "C", "O", "O", "C", "H", "H", "H", "H", "H", "H", "C", "O", "C", "O", "O", "C", "H", "H", "H", "H", "H", "H", "C", "O", "C", "O", "O", "C", "H", "H", "H", "H", "H", "H"],
  "coordinates": [[-0.03743, 0.70297, -3.30635], [-1.28931, 2.05152, -0.23265], [-0.29724, 1.00416, -0.54599], [-1.36181, 2.78679, -1.46879], [-2.58980, 1.43369, 0.31353], [-2.93928, 0.40867, -0.45170], [-2.46027, 0.95171, 1.59117], [-3.66081, 2.28422, 0.26312], [0.52591, 0.49674, 0.52730], [1.75384, -0.19175, -0.24175], [2.18180, 0.56497, -0.89926], [2.45454, -0.53536, 0.51921], [1.42375, -1.14390, -0.65712], [-0.11831, -0.13858, 1.13512], [0.94421, 1.27729, 1.16282], [-0.99642, 2.71506, 0.58100], [-4.96827, 2.18372, -2.38449], [-5.90748, 2.84561, -3.13537], [-6.98153, 2.15046, -3.46886], [-7.32813, 1.08684, -2.98739], [-7.68446, 2.85774, -4.48843], [-8.80296, 2.31944, -5.15566], [-4.32284, 2.95733, -1.96849], [-4.46057, 1.36783, -2.89895], [-5.51041, 1.83492, -1.50555], [-8.68189, 1.74827, -6.07610], [-9.54356, 3.08785, -5.37739], [-9.37180, 1.69658, -4.46532], [-0.27523, -0.19180, 7.44899], [-1.14918, 0.43004, 6.49753], [-0.75822, 1.43959, 5.67167], [0.37366, 1.87128, 5.52584], [-1.86124, 1.81110, 4.92736], [-1.66231, 2.83206, 3.87926], [-0.83209, -0.79340, 8.16739], [0.23326, 0.53344, 8.08425], [0.54701, -0.75095, 7.00249], [-1.28065, 3.80453, 4.19032], [-2.68921, 3.02684, 3.57000], [-1.13023, 2.45166, 3.00732], [-4.05663, -2.47724, -1.25314], [-2.73175, -2.78481, -1.52052], [-2.36788, -4.05134, -1.74099], [-3.11150, -5.00845, -1.70488], [-1.01975, -4.05814, -2.10316], [-0.44635, -5.30828, -2.55976], [-4.14397, -2.63129, -0.17762], [-4.78326, -3.04094, -1.83826], [-4.06125, -1.38914, -1.31728], [-0.99296, -5.65726, -3.43585], [-0.59111, -6.17850, -1.91956], [0.60149, -5.31924, -2.85981], [3.02340, -3.55890, -2.46458], [3.81312, -2.39449, -2.48467], [3.43560, -1.28178, -3.18508], [2.38656, -1.07912, -3.70847], [4.33818, -0.29028, -2.98252], [4.48629, 0.67922, -3.98856], [3.52669, -4.12267, -1.67911], [2.85340, -4.17216, -3.34952], [1.99610, -3.43168, -2.12316], [4.76660, 0.09257, -4.86342], [5.27251, 1.39770, -3.75674], [3.57820, 1.27825, -4.05659], [1.79820, 3.87323, -1.43390], [2.86635, 4.33007, -0.69950], [2.94133, 4.38769, 0.60582], [4.01695, 4.47212, 1.17561], [1.78388, 4.22810, 1.20324], [1.71234, 4.02497, 2.62707], [1.82950, 2.83230, -1.75575], [1.63713, 4.60274, -2.22761], [0.85795, 3.92276, -0.88474], [0.84966, 4.51455, 3.07895], [2.62506, 4.38814, 3.09945], [1.61132, 2.97325, 2.89497], [4.95507, -1.93866, 0.70160], [5.13970, -2.22227, 2.08517], [5.18758, -3.49979, 2.51686], [5.37516, -4.48669, 1.77149], [5.04872, -3.53632, 3.89282], [5.00262, -4.73563, 4.61316], [4.86200, -0.87026, 0.50682], [4.07844, -2.46443, 0.32319], [5.82878, -2.19304, 0.10158], [4.38607, -4.53233, 5.48874], [5.93263, -5.12360, 5.02868], [4.41649, -5.42852, 4.00946]],
  "mulliken_charge": [1.000, 0.147, 0.175, -0.871, 0.396, -0.215, -0.267, -0.297, -0.099, -0.754, 0.123, 0.211, 0.118, 0.449, -0.182, -0.079, -0.630, -0.346, 0.670, -0.545, -0.329, -0.709, 0.347, 0.246, 0.405, 0.275, 0.277, 0.313, -0.653, -0.311, 0.708, -0.559, -0.316, -0.204, 0.262, 0.306, 0.281, 0.390, 0.262, -0.161, -0.531, -0.108, 0.510, -0.559, -0.158, -0.641, 0.319, 0.381, 0.023, 0.329, 0.334, 0.147, -0.755, -0.235, 0.791, -0.532, -0.247, -0.687, 0.373, 0.444, 0.127, 0.339, 0.235, 0.252, -0.216, -0.433, 0.830, -0.616, -0.282, -0.678, -0.104, 0.387, 0.277, 0.174, 0.425, 0.259, -0.648, -0.315, 0.685, -0.576, -0.304, -0.647, 0.356, 0.172, 0.443, 0.246, 0.264, 0.320],
  "total_charge": 0,
  "homo_lumo_gap_ev": 7.3,
  "spin_multiplicity": 1,
  "energy_ha": -2691.864908,
  "e_homo_ev": -7.8
}

(2)
{
  "formula": "C22H42FIN5O2PS",
  "method": "ωB97M-V/def2-TZVPD",
  "symbols": ["C", "C", "P", "C", "N", "C", "C", "C", "I", "S", "O", "O", "F", "H", "H", "H", "H", "H", "H", "H", "H", "H", "H", "H", "H", "H", "H", "C", "C", "C", "C", "N", "H", "H", "H", "H", "H", "H", "H", "C", "C", "C", "C", "N", "H", "H", "H", "H", "H", "H", "H", "C", "C", "C", "C", "N", "H", "H", "H", "H", "H", "H", "H", "C", "C", "C", "C", "N", "H", "H", "H", "H", "H", "H", "H"],
  "coordinates": [[2.69429, 0.52048, 3.12962], [1.39310, 1.32967, 3.33632], [0.15804, 0.83649, 2.09007], [0.95509, 1.17777, 0.46261], [-1.06803, 2.09661, 2.27556], [-2.33114, 1.66098, 1.62035], [-3.07507, 0.57679, 2.38860], [-4.44582, 0.35557, 1.75263], [-3.28571, 1.13698, 4.45722], [-0.79209, 3.71654, 2.15204], [-0.76165, 4.33019, 3.42423], [-1.50922, 4.27259, 1.05744], [0.71440, 3.72124, 1.69043], [3.54889, 1.18168, 2.97584], [2.90484, -0.09810, 4.00382], [2.63258, -0.16682, 2.27977], [1.58654, 2.40289, 3.35846], [0.93436, 1.06898, 4.29422], [0.39283, 1.90477, -0.12344], [1.00731, 0.23735, -0.08763], [1.97125, 1.56435, 0.58338], [-2.98877, 2.51914, 1.49570], [-2.10831, 1.24464, 0.62770], [-2.49287, -0.34368, 2.39073], [-5.11172, -0.15628, 2.44860], [-4.30456, -0.29132, 0.88443], [-4.90519, 1.30338, 1.46398], [5.38379, -1.69184, -2.40195], [4.79895, -0.33614, -2.02775], [4.43695, -0.23433, -0.54145], [3.42384, -1.21780, -0.15755], [2.62255, -1.98932, 0.11837], [4.66619, -2.49575, -2.22692], [5.64949, -1.71010, -3.45862], [6.28506, -1.91403, -1.82625], [3.90566, -0.13547, -2.61729], [5.51009, 0.45638, -2.26083], [4.03496, 0.75745, -0.32504], [5.31148, -0.38537, 0.09564], [-6.36440, -2.17239, -2.52551], [-6.08744, -0.90466, -3.32284], [-4.59051, -0.66467, -3.55645], [-3.86079, -0.51626, -2.29848], [-3.32371, -0.39796, -1.29348], [-5.92609, -2.11582, -1.52812], [-7.43668, -2.32610, -2.40800], [-5.95259, -3.05068, -3.02630], [-6.51012, -0.04057, -2.80692], [-6.57444, -0.96295, -4.29751], [-4.42894, 0.23946, -4.14537], [-4.15060, -1.50017, -4.10509], [0.33139, 4.07528, -2.68878], [1.53425, 4.72144, -2.01630], [2.80226, 4.67900, -2.87598], [3.20999, 3.30953, -3.19005], [3.52664, 2.23516, -3.43356], [0.50761, 3.01481, -2.88164], [-0.54875, 4.15842, -2.05125], [0.10459, 4.55887, -3.64127], [1.73859, 4.22835, -1.06765], [1.31683, 5.76553, -1.78672], [3.63078, 5.16453, -2.35757], [2.64838, 5.20685, -3.81957], [0.55669, -6.73329, 2.69127], [0.67814, -5.65063, 1.62653], [0.83784, -4.24504, 2.21723], [-0.31025, -3.86723, 3.04114], [-1.22525, -3.59632, 3.67606], [-0.32984, -6.58057, 3.30840], [0.47794, -7.71965, 2.23364], [1.42890, -6.73760, 3.34826], [-0.20143, -5.66636, 0.98011], [1.54402, -5.84761, 0.99222], [0.94764, -3.50373, 1.42441], [1.73519, -4.19320, 2.83763]],
  "mulliken_charge": [-0.790, -0.576, -0.008, -0.967, 0.371, -1.476, -0.123, -1.116, 0.020, 1.234, -0.644, -0.621, -0.226, 0.300, 0.338, -0.051, 0.444, 0.388, 0.268, 0.534, 0.112, 0.727, 0.430, 0.381, 0.441, 0.218, 0.344, -1.338, -0.454, -0.185, 0.213, -0.436, 0.340, 0.383, 0.308, 0.308, 0.384, 0.131, 0.375, -1.046, -0.404, -0.458, 0.187, -0.346, 0.274, 0.320, 0.299, 0.291, 0.301, 0.272, 0.292, -1.201, -0.103, -0.544, 0.280, -0.432, 0.328, 0.273, 0.400, 0.070, 0.324, 0.294, 0.315, -1.145, -0.545, 0.032, 0.192, -0.478, 0.336, 0.339, 0.301, 0.295, 0.349, 0.039, 0.321],
  "total_charge": 0,
  "smiles": "CCP(C)N(C[C@H](C)I)S(=O)(=O)F.CCCC#N.CCCC#N.CCCC#N.CCCC#N",
  "homo_lumo_gap_ev": 9.3,
  "spin_multiplicity": 1,
  "energy_ha": -2424.810540,
  "e_homo_ev": -8.8
}

(3)
{
  "formula": "C22H42N4O7S2",
  "method": "ωB97M-V/def2-TZVPD",
  "symbols": ["S", "C", "N", "C", "C", "O", "C", "C", "O", "C", "C", "O", "C", "C", "N", "C", "S", "N", "C", "C", "O", "C", "C", "O", "C", "C", "N", "C", "C", "O", "C", "C", "O", "C", "C", "H", "H", "H", "H", "H", "H", "H", "H", "H", "H", "H", "H", "H", "H", "H", "H", "H", "H", "H", "H", "H", "H", "H", "H", "H", "H", "H", "H", "H", "H", "H", "H", "H", "H", "H", "H", "H", "H", "H", "H", "H", "H"],
  "coordinates": [[3.77478, 1.06895, 0.62981], [2.66438, 1.90904, -0.29139], [2.52685, 1.62822, -1.59526], [3.33379, 0.61598, -2.24027], [2.85407, 0.38085, -3.67032], [1.55459, -0.15971, -3.76573], [1.43771, -1.56345, -3.73200], [1.41081, -2.19172, -2.33484], [2.73766, -2.42461, -1.89797], [2.83419, -3.11927, -0.67971], [2.33213, -2.32595, 0.53764], [0.92268, -2.31146, 0.65781], [0.36806, -3.44770, 1.28457], [-1.06445, -3.65166, 0.80272], [-1.92568, -2.57176, 1.20995], [-2.81493, -1.98770, 0.38751], [-2.98357, -2.49109, -1.19207], [-3.61839, -1.02779, 0.91955], [-4.48690, -0.24228, 0.07501], [-4.01876, 1.22172, -0.05994], [-2.64991, 1.35926, -0.33577], [-2.26516, 1.00148, -1.65368], [-0.74176, 1.04179, -1.75609], [-0.20941, 2.32529, -2.00982], [-0.28472, 3.24878, -0.93530], [1.11320, 3.79622, -0.59387], [1.92611, 2.92587, 0.22953], [1.95232, 3.19101, 1.64734], [0.60174, 2.87816, 2.32360], [0.01435, 1.69601, 1.83817], [0.54251, 0.47815, 2.33162], [-0.19441, -0.01348, 3.58577], [-1.40667, -0.67819, 3.29800], [-2.42313, 0.16641, 2.77327], [-3.60883, -0.70382, 2.33002], [1.68078, 1.90746, -2.08241], [4.37793, 0.95049, -2.25905], [3.30095, -0.32399, -1.68084], [2.80461, 1.33813, -4.20079], [3.57557, -0.27115, -4.17900], [2.24888, -2.02882, -4.30754], [0.48171, -1.77433, -4.21956], [0.87536, -1.53447, -1.64126], [0.87237, -3.14948, -2.38900], [2.28997, -4.07447, -0.75233], [3.89990, -3.32317, -0.55379], [2.64356, -1.28156, 0.44241], [2.78569, -2.73711, 1.44798], [0.94615, -4.34883, 1.04636], [0.38462, -3.30835, 2.37798], [-1.44093, -4.59932, 1.21037], [-1.08491, -3.70732, -0.29022], [-1.67416, -2.10290, 2.07355], [-4.51090, -0.72580, -0.90396], [-5.50217, -0.24396, 0.48588], [-4.62615, 1.70997, -0.83624], [-4.16802, 1.75048, 0.88631], [-2.59513, -0.01676, -1.88960], [-2.71254, 1.69723, -2.37788], [-0.41930, 0.43900, -2.60727], [-0.32565, 0.62818, -0.82839], [-0.73076, 2.77070, -0.06227], [-0.91934, 4.08719, -1.24913], [1.64201, 4.00806, -1.52921], [0.99424, 4.73661, -0.04971], [2.20279, 4.24194, 1.82870], [2.74364, 2.56811, 2.07243], [0.74820, 2.84080, 3.41128], [-0.12320, 3.66580, 2.09699], [1.61135, 0.57041, 2.54500], [0.41281, -0.26156, 1.53556], [0.41914, -0.75360, 4.10402], [-0.38746, 0.83061, 4.26395], [-2.04581, 0.73884, 1.92034], [-2.73876, 0.86703, 3.56037], [-4.54028, -0.17547, 2.54092], [-3.60199, -1.62618, 2.92116]],
  "mulliken_charge": [-0.479, 0.569, -0.069, -0.344, -1.043, -0.234, -1.206, 0.367, -0.399, -0.753, 0.049, 0.367, -0.834, -1.001, -0.015, 0.617, -0.509, 0.330, -1.501, -0.565, -0.170, -1.010, 0.337, -0.694, 0.482, -1.631, 0.372, -1.540, -0.497, 0.041, 0.164, -0.848, -0.480, 0.494, -1.508, 0.341, 0.458, 0.152, 0.329, 0.444, 0.420, 0.368, -0.107, 0.520, 0.423, 0.375, -0.700, 0.564, 0.556, 0.278, 0.308, 0.393, 0.346, 0.453, 0.461, 0.520, 0.361, 0.408, 0.417, 0.439, -0.190, -0.215, 0.405, 0.466, 0.543, 0.460, 0.466, 0.485, 0.391, 0.599, -0.528, 0.375, 0.262, -0.173, 0.311, 0.488, 0.467],
  "total_charge": 0,
  "smiles": "S=C1NCCOCCOCCOCCNC(=S)N2CCOCCOCCN1CCOCCOCC2",
  "homo_lumo_gap_ev": 8.5,
  "spin_multiplicity": 1,
  "energy_ha": -2405.506470,
  "e_homo_ev": -7.8
}

(4)
{
  "formula": "C22H42O11S3",
  "method": "ωB97M-V/def2-TZVPD",
  "symbols": ["C", "C", "C", "O", "C", "O", "O", "H", "H", "H", "H", "H", "H", "O", "S", "O", "C", "C", "C", "C", "H", "H", "H", "H", "H", "H", "H", "H", "O", "S", "O", "C", "C", "C", "C", "H", "H", "H", "H", "H", "H", "H", "H", "O", "S", "O", "C", "C", "C", "C", "H", "H", "H", "H", "H", "H", "H", "H", "C", "C", "C", "O", "H", "H", "H", "H", "H", "H", "C", "C", "C", "O", "H", "H", "H", "H", "H", "H"],
  "coordinates": [[1.89922, -1.61967, 0.15816], [0.64652, -1.01642, 0.70498], [0.59281, -0.85162, 2.24151], [0.05537, 0.45544, 2.42102], [-0.08458, 1.06493, 1.22089], [-0.58907, 2.12515, 1.04892], [0.52814, 0.33858, 0.26867], [1.83128, -2.68930, 0.37270], [2.72907, -1.24266, 0.75247], [1.95266, -1.43382, -0.90855], [-0.25074, -1.55600, 0.39344], [1.57511, -0.99897, 2.69116], [-0.11693, -1.54220, 2.69793], [0.66122, -3.22938, -5.63541], [0.30935, -4.09898, -4.54547], [0.77076, -5.46165, -4.52381], [0.71964, -3.25694, -3.02199], [-0.49728, -3.37302, -2.15637], [-1.74611, -3.20508, -3.04829], [-1.48095, -4.04009, -4.30459], [0.74411, -2.22076, -3.37565], [1.69024, -3.55822, -2.64282], [-0.60734, -4.36567, -1.69887], [-0.48571, -2.71088, -1.29309], [-2.03765, -2.17613, -3.25525], [-2.59423, -3.68207, -2.55847], [-1.88223, -3.81194, -5.28760], [-1.75702, -5.07041, -4.07052], [-0.72443, 1.70302, -2.19044], [-1.79243, 2.65693, -2.03225], [-3.04812, 2.22268, -1.47966], [-1.17849, 4.12894, -1.14363], [-1.25346, 5.23809, -2.19410], [-2.34355, 4.89548, -3.20201], [-2.04438, 3.46463, -3.61049], [-0.18672, 3.82031, -0.84320], [-1.90415, 4.29875, -0.35226], [-1.26282, 6.27412, -1.85555], [-0.28412, 5.21199, -2.71879], [-2.36318, 5.57295, -4.05472], [-3.33102, 4.94412, -2.73199], [-1.10783, 3.39960, -4.16337], [-2.81698, 2.95040, -4.17745], [2.65883, 4.65572, 5.21357], [2.05450, 3.91412, 4.13559], [2.88896, 3.11107, 3.28155], [0.64022, 2.98204, 4.82363], [-0.60704, 3.73452, 4.41103], [-0.18593, 5.19073, 4.10770], [1.02804, 5.06350, 3.22236], [0.93402, 2.70114, 5.83159], [0.72391, 2.03977, 4.26950], [-1.11246, 3.31010, 3.54632], [-1.34330, 3.79005, 5.21782], [0.09417, 5.68377, 5.04222], [-1.00637, 5.76243, 3.67714], [1.62326, 5.92082, 2.91691], [0.80125, 4.54061, 2.28349], [-5.26224, -1.89790, 0.66985], [-4.22467, -1.97525, -0.42578], [-2.93179, -1.25242, -0.18030], [-4.35234, -2.74824, -1.34578], [-6.17770, -2.39273, 0.35686], [-5.47842, -0.86843, 0.95694], [-4.87472, -2.43810, 1.53754], [-3.10372, -0.21879, 0.13263], [-2.27770, -1.15539, -1.05050], [-2.33679, -1.82343, 0.53855], [6.77782, -4.20851, 0.98737], [5.33927, -3.84337, 0.67638], [4.29006, -4.61903, 1.44279], [5.06036, -3.08623, -0.21854], [6.86245, -5.29435, 1.01603], [7.10623, -3.78080, 1.93494], [7.41411, -3.81346, 0.19861], [4.21335, -4.35710, 2.49986], [4.54643, -5.67814, 1.35676], [3.28399, -4.50291, 1.04015]],
  "mulliken_charge": [-1.546, 1.942, -0.458, -0.307, 0.495, -0.442, -0.354, 0.241, 0.624, 0.142, -1.189, 0.279, 0.338, -0.671, 1.160, -0.675, -0.893, 1.158, -0.489, -0.869, 0.325, 0.552, 0.363, -1.087, 0.296, 0.267, 0.460, 0.336, -0.690, 1.314, -0.724, -0.433, -0.805, -0.577, -0.806, 0.312, 0.325, 0.379, 0.310, 0.391, 0.259, 0.334, 0.421, -0.658, 1.078, -0.643, -0.291, -0.334, -0.755, -0.389, 0.438, -0.012, 0.021, 0.356, 0.344, 0.382, 0.472, 0.036, -1.264, 0.474, -0.446, -0.543, 0.365, 0.347, 0.302, 0.432, 0.038, 0.233, -1.163, 0.914, -1.019, -0.527, 0.340, 0.307, 0.314, 0.304, 0.363, 0.179],
  "total_charge": 0,
  "smiles": "C[C@H]1COC(=O)O1.O=S1(=O)CCCC1.O=S1(=O)CCCC1.O=S1(=O)CCCC1.CC(C)=O.CC(C)=O",
  "homo_lumo_gap_ev": 10.0,
  "spin_multiplicity": 1,
  "energy_ha": -2885.625451,
  "e_homo_ev": -9.8
}